The following is a DFT calculation (ωB97M-V/def2-TZVPD) of the molecule C4H8N2O in a non-equilibrium geometry.

Bonds (Å) are listed after each position.
Element x y z (Å)
1 O 1.78322 -0.57792 -0.94694  C2 1.456, H8 1.145
2 C 1.47069 0.24008 0.21605  O1 1.456, C3 1.515, H9 1.049, H10 1.260
3 C 0.02390 0.19072 0.66290  C2 1.515, C4 1.563, N7 1.383, H11 1.121
4 C -0.92464 1.07420 -0.21092  C3 1.563, N5 1.451, H12 1.057, H13 1.197
5 N -1.96566 0.12986 -0.56935  C4 1.451, C6 1.288
6 C -1.61252 -1.02589 -0.12373  N5 1.288, N7 1.532, H14 1.153
7 N -0.28110 -1.15789 0.62272  C3 1.383, C6 1.532, H15 1.060
8 H 0.84567 -0.50428 -1.59971  O1 1.145
9 H 2.17820 0.12210 0.98107  C2 1.049
10 H 1.59295 1.49190 0.14362  C2 1.260
11 H 0.30879 0.57655 1.67612  C3 1.121
12 H -1.49004 1.76221 0.35926  C4 1.057
13 H -0.27493 1.47238 -1.13394  C4 1.197
14 H -2.14482 -1.91141 -0.63553  C6 1.153
15 H 0.49030 -1.88261 0.55839  N7 1.060

Values from the calculation:
Relative energy (zero: lowest compared OMol25 entry of this formula, charge and spin) = 459.3 kJ/mol
LUMO energy = 0.716 eV
Molar mass = 100.12 g/mol

Löwdin analysis output, partial charges in e: O -0.13; C -0.28; C -0.44; C -0.17; N 0.01; C -0.15; N 0.02; H 0.21; H 0.08; H 0.16; H 0.14; H 0.09; H 0.15; H 0.13; H 0.16